No. 1
Computed, not measured: a structure of composition C13H28Cl2N3O2P2V in a non-equilibrium geometry, with ωB97M-V/def2-TZVPD.

The geometry in XYZ format:
```
51
Properties=species:S:1:pos:R:3:lowdin_charge:R:1
C -1.431 -1.932 -1.078 -0.06
C -0.568 -2.450 0.019 -0.18
H -1.766 -2.759 -1.732 0.16
H -0.832 -1.299 -1.820 0.01
H -2.351 -1.478 -0.658 0.07
O -0.795 -3.105 0.967 0.29
Cl -1.296 1.616 -2.849 0.17
V -0.316 0.333 -1.312 0.21
P 1.638 -1.845 -1.304 0.79
C 2.153 -3.128 -0.106 -0.25
C 1.282 -2.758 -2.874 -0.22
H 2.227 -3.152 -3.286 0.08
H 4.058 -2.197 -1.526 0.06
H 0.862 -2.035 -3.597 0.05
H 3.475 -0.887 -2.614 0.02
H 1.330 -3.807 0.128 0.04
H 0.570 -3.578 -2.712 0.06
C 3.385 -1.336 -1.622 -0.29
H 3.013 -3.678 -0.496 0.06
H 3.655 -0.583 -0.875 0.05
H 2.466 -2.599 0.806 0.07
P -2.545 0.974 -0.138 0.73
C -2.987 0.635 1.602 -0.23
C -2.727 2.798 -0.174 -0.26
H -4.071 0.917 -2.012 0.05
H -4.950 0.880 -0.439 0.07
H -4.168 -0.601 -1.077 0.04
C -4.086 0.491 -1.000 -0.24
H -2.597 3.140 -1.204 0.01
H -3.722 3.092 0.188 0.07
H -4.067 0.770 1.766 0.07
H -2.443 1.329 2.252 0.06
H -1.949 3.257 0.445 0.05
H -2.692 -0.384 1.872 0.04
Cl 1.618 0.898 -2.554 0.16
C 1.197 -0.136 3.734 0.03
N 1.243 0.772 2.581 -0.03
C 1.834 2.006 2.712 0.03
C 1.805 2.879 1.668 0.03
C 1.201 2.488 0.451 -0.34
N 0.587 1.289 0.343 0.04
C 0.578 0.433 1.421 -0.44
O -0.064 -0.656 1.334 -0.07
N 1.207 3.305 -0.624 0.19
H 2.215 -0.389 4.058 0.11
H 0.658 -1.038 3.435 0.10
H 0.668 0.359 4.561 0.12
H 2.327 2.210 3.670 0.16
H 2.303 3.836 1.746 0.13
H 1.684 4.191 -0.504 0.14
H 1.184 2.912 -1.571 0.02
```

Calculated values
- HOMO (spin up / spin down): -15.4 / -15.4 eV
- 2S+1: 3
- Total charge: +2

***

No. 2
Computed, not measured: a structure of composition C13H28F3N3O7Sr in a non-equilibrium geometry, with ωB97M-V/def2-TZVPD.

The geometry in XYZ format:
```
55
Properties=species:S:1:pos:R:3:lowdin_charge:R:1
Sr 22.423 -8.856 -0.746 1.51
O 22.674 -8.812 -3.133 -0.58
H 23.340 -9.180 -3.707 -0.14
O 21.932 -9.568 1.479 -0.60
H 21.847 -9.442 2.417 -0.13
C 22.022 -12.432 -1.622 -0.31
O 22.063 -11.352 -1.068 -0.09
N 21.570 -13.560 -1.065 -0.18
C 21.497 -14.804 -1.829 -0.04
C 21.118 -13.562 0.305 -0.04
H 22.436 -12.596 -2.630 0.15
H 20.522 -14.900 -2.310 0.09
H 21.749 -15.596 -1.132 0.09
H 22.186 -14.773 -2.673 0.08
H 20.065 -13.840 0.413 0.09
H 21.713 -14.274 0.883 0.09
H 21.187 -12.608 0.827 0.09
C 25.615 -9.373 -1.830 -0.31
O 24.808 -9.168 -0.956 -0.11
N 26.886 -9.768 -1.625 -0.18
C 27.392 -9.985 -0.289 -0.03
C 27.789 -9.899 -2.737 -0.06
H 25.393 -9.147 -2.879 0.13
H 26.621 -9.874 0.466 0.09
H 28.205 -9.296 -0.045 0.09
H 27.816 -10.993 -0.253 0.09
H 28.802 -9.540 -2.574 0.09
H 27.882 -10.948 -3.049 0.09
H 27.382 -9.446 -3.643 0.09
C 22.885 -5.707 -1.793 -0.32
O 23.121 -6.440 -0.830 -0.11
N 22.685 -4.401 -1.728 -0.18
C 22.194 -3.638 -2.867 -0.04
C 22.817 -3.670 -0.464 -0.02
H 22.754 -6.071 -2.824 0.14
H 21.104 -3.688 -2.877 0.09
H 22.574 -4.067 -3.793 0.09
H 22.585 -2.625 -2.800 0.09
H 23.704 -3.035 -0.479 0.09
H 21.950 -3.008 -0.428 0.09
H 22.862 -4.337 0.387 0.09
C 17.740 -10.837 0.677 -0.05
C 18.817 -9.849 0.291 -0.17
O 18.143 -8.661 -0.212 0.06
C 18.851 -7.889 -0.991 -0.38
O 20.017 -8.044 -1.220 0.05
C 18.042 -6.859 -1.816 -0.53
F 16.754 -6.824 -1.433 0.16
F 18.573 -5.644 -1.673 0.17
F 18.093 -7.211 -3.102 0.18
H 17.091 -11.169 -0.136 0.08
H 17.113 -10.356 1.428 0.08
H 18.165 -11.752 1.089 0.07
H 19.531 -10.132 -0.481 0.11
H 19.388 -9.603 1.186 0.11
```

Calculated values
- HOMO: -7.1 eV
- Total charge: 0

***

No. 3
Computed, not measured: a structure of composition C13H28I2NO5S, with ωB97M-V/def2-TZVPD.

The geometry in XYZ format:
```
50
Properties=species:S:1:pos:R:3:lowdin_charge:R:1
O 3.900 1.669 -0.216 -0.06
C 3.774 0.608 -1.148 -0.26
C 3.297 -0.680 -0.471 -0.19
C 2.137 -0.517 0.517 -0.16
C 0.718 -0.849 0.025 -0.48
C -0.346 0.108 0.663 -0.13
C -0.794 1.294 -0.189 -0.26
C 0.341 2.275 -0.489 -0.60
I 0.645 2.637 -2.572 0.91
N 0.609 -0.750 -1.459 0.07
C -0.298 -1.492 -1.989 -0.37
S -1.018 -2.625 -0.981 1.01
C 0.257 -2.295 0.293 -0.89
I 1.743 -3.829 0.166 0.99
H 3.407 2.443 -0.501 0.07
H 3.126 0.903 -1.981 0.06
H 4.760 0.409 -1.571 0.12
H 3.049 -1.400 -1.256 0.08
H 4.140 -1.122 0.060 0.12
H 2.314 -1.154 1.384 0.11
H 2.148 0.503 0.903 0.11
H 0.087 0.485 1.588 0.09
H -1.240 -0.452 0.944 0.12
H -1.251 0.929 -1.111 0.07
H -1.589 1.815 0.343 0.12
H 0.187 3.249 -0.039 0.05
H 1.299 1.896 -0.147 0.01
H 1.073 -0.015 -1.990 0.07
H -0.583 -1.377 -3.030 0.13
H -0.182 -2.391 1.282 0.06
C 0.161 1.330 4.297 -0.24
C 0.962 2.161 5.276 -0.24
O 0.310 3.403 5.507 -0.06
O -0.068 2.067 3.102 -0.09
H 0.711 0.424 4.032 0.12
H -0.792 1.030 4.750 0.12
H 1.924 2.419 4.831 0.13
H 1.146 1.609 6.201 0.13
H -0.438 3.269 6.100 0.10
H -0.252 2.972 3.392 0.09
C -3.746 -1.263 -3.537 -0.26
C -4.626 -2.418 -3.114 -0.23
O -3.899 -3.643 -3.205 -0.06
O -3.212 -1.440 -4.826 -0.05
H -4.303 -0.326 -3.531 0.13
H -2.935 -1.160 -2.788 0.07
H -5.472 -2.528 -3.791 0.13
H -5.008 -2.248 -2.103 0.12
H -3.107 -3.548 -2.666 0.03
H -3.068 -2.386 -4.956 0.09
```

Calculated values
- HOMO: -12.8 eV
- Total charge: +1

***

No. 4
Computed, not measured: a cluster of 2 separate species, C13H28N2O8S in total in a non-equilibrium geometry, with ωB97M-V/def2-TZVPD.

The geometry in XYZ format:
```
52
Properties=species:S:1:pos:R:3:lowdin_charge:R:1
C 2.064 0.701 0.521 -0.06
C 2.348 1.924 1.401 -0.26
O 1.674 3.086 0.931 -0.15
C 0.542 3.469 1.677 -0.19
C -0.530 2.388 1.764 -0.19
O -1.600 2.978 2.491 -0.10
C -2.806 2.250 2.575 -0.16
N -2.737 0.863 2.119 -0.01
C -3.677 0.538 1.045 -0.06
C -3.031 0.805 -0.315 -0.42
O -1.951 0.332 -0.580 0.12
N -3.797 1.604 -1.228 -0.18
C -3.997 0.838 -2.471 -0.08
C -3.104 2.885 -1.500 -0.05
C -2.559 -0.038 3.171 -0.53
O -1.763 0.166 4.048 0.14
O -3.389 -1.132 3.205 0.09
H 2.767 0.668 -0.312 0.07
H 2.095 -0.233 1.080 0.07
H 1.063 0.818 0.094 0.07
H 3.415 2.159 1.363 0.11
H 2.098 1.724 2.449 0.11
H 0.099 4.318 1.147 0.13
H 0.809 3.823 2.682 0.13
H -0.823 2.105 0.749 0.10
H -0.175 1.501 2.301 0.12
H -3.121 2.289 3.622 0.14
H -3.561 2.772 1.975 0.13
H -3.940 -0.517 1.043 0.13
H -4.602 1.107 1.136 0.13
H -3.068 0.713 -3.040 0.09
H -4.409 -0.148 -2.246 0.09
H -4.723 1.367 -3.090 0.09
H -3.608 3.701 -0.977 0.08
H -3.124 3.098 -2.569 0.08
H -2.061 2.860 -1.173 0.08
H -3.140 -1.761 2.514 0.12
C 2.020 -5.080 -2.311 -0.07
C 3.177 -5.041 -1.335 -0.25
O 4.273 -4.218 -1.799 -0.27
S 4.096 -2.641 -1.697 0.56
C 5.777 -2.209 -1.979 -0.12
O 3.733 -2.310 -0.352 -0.28
O 3.300 -2.175 -2.789 -0.27
H 1.533 -4.110 -2.392 0.07
H 1.283 -5.808 -1.972 0.08
H 2.366 -5.364 -3.305 0.08
H 2.863 -4.692 -0.350 0.11
H 3.615 -6.029 -1.216 0.12
H 6.380 -2.589 -1.159 0.07
H 5.818 -1.123 -2.015 0.08
H 6.091 -2.631 -2.930 0.08
```

Calculated values
- HOMO: -9.3 eV
- Total charge: 0

***

No. 5
Computed, not measured: a structure of composition C13H28NO3P2Sm in a non-equilibrium geometry, with ωB97M-V/def2-TZVPD.

The geometry in XYZ format:
```
48
Properties=species:S:1:pos:R:3:lowdin_charge:R:1
C 2.715 -1.855 -1.518 -0.02
C 1.727 -1.315 -0.686 -0.29
N 0.529 -0.904 -1.177 0.02
C 0.287 -1.056 -2.501 -0.31
C 1.209 -1.661 -3.358 -0.04
C 2.454 -2.046 -2.872 -0.04
C 2.057 -1.180 0.785 -0.31
P 0.641 -1.187 1.989 0.78
Sm -1.301 0.072 0.376 0.79
P -1.892 0.816 -2.248 0.79
C -1.025 -0.580 -3.123 -0.29
O 3.446 1.235 1.361 -0.11
O 1.286 2.614 1.895 -0.16
H 3.665 -2.134 -1.057 0.12
H 0.917 -1.798 -4.399 0.12
H 3.206 -2.486 -3.532 0.11
C 0.547 -2.967 2.385 -0.28
C 1.467 -0.585 3.499 -0.26
H -0.828 -0.231 -4.151 0.09
H -1.737 -1.423 -3.206 0.10
H 2.635 -0.211 0.965 0.06
H 2.721 -2.014 1.073 0.09
C -3.627 0.523 -2.751 -0.27
C -1.455 2.226 -3.317 -0.28
H 0.499 2.457 1.279 -0.07
H 1.018 3.337 2.491 0.06
H 2.694 1.880 1.507 0.00
H 3.930 1.531 0.576 0.06
H -2.323 -1.450 0.693 -0.21
H -0.572 1.864 0.523 -0.12
H 1.438 -3.298 2.936 0.04
H -0.358 -3.112 2.991 0.04
H 0.444 -3.548 1.461 0.04
H 2.300 -1.248 3.772 0.05
H 1.834 0.439 3.358 0.03
H 0.722 -0.582 4.304 0.05
H -1.896 2.127 -4.319 0.05
H -1.831 3.137 -2.833 0.05
H -0.363 2.307 -3.388 0.05
H -3.787 0.794 -3.802 0.04
H -3.888 -0.530 -2.589 0.05
H -4.265 1.142 -2.106 0.05
C -2.449 1.971 3.558 -0.10
C -2.333 1.326 2.223 -0.50
O -3.113 1.267 1.267 -0.27
H -1.451 1.882 3.998 0.05
H -3.161 1.424 4.184 0.08
H -2.733 3.028 3.483 0.08
```

Calculated values
- HOMO (spin up / spin down): -6.1 / -6.1 eV
- 2S+1: 6
- Total charge: 0

***

No. 6
Computed, not measured: a structure of composition C13H29Br4N3O3 in a non-equilibrium geometry, with ωB97M-V/def2-TZVPD.

The geometry in XYZ format:
```
52
Properties=species:S:1:pos:R:3:lowdin_charge:R:1
Br -4.124 -0.946 3.565 0.62
C -2.707 -2.297 3.792 -0.62
C -2.045 -2.435 2.413 -0.91
Br -0.590 -3.754 2.365 0.76
H -3.229 -3.252 3.847 0.05
H -2.052 -2.137 4.648 0.07
H -1.808 -1.478 1.946 -0.28
H -2.848 -2.853 1.806 0.05
Br -1.256 -1.413 0.644 1.09
C -0.456 0.215 -0.240 -0.47
C -0.034 1.113 0.922 -0.56
Br 1.213 2.469 0.319 1.18
H -1.164 0.806 -0.820 -0.03
H 0.325 0.001 -0.969 0.04
H 0.435 0.418 1.618 0.06
H -0.935 1.536 1.365 0.01
C -3.123 2.204 -1.524 -0.25
O -2.155 1.434 -1.691 -0.02
N -3.500 2.730 -0.356 -0.16
C -4.616 3.700 -0.276 -0.04
C -2.979 2.389 0.940 -0.03
H -3.876 2.433 -2.293 0.15
H -5.621 3.285 -0.349 0.09
H -4.567 4.504 -1.010 0.09
H -4.730 4.095 0.734 0.08
H -3.605 1.575 1.308 0.10
H -2.024 1.900 0.746 0.02
H -2.867 3.243 1.608 0.11
C 3.512 2.358 -0.381 -0.50
O 4.313 2.834 0.352 0.05
N 3.836 1.667 -1.537 -0.17
C 2.847 0.856 -2.199 -0.08
C 5.187 1.419 -1.891 -0.09
H 2.442 2.239 -0.148 -0.40
H 3.100 -0.187 -2.010 0.09
H 2.871 0.940 -3.286 0.09
H 1.772 0.878 -2.024 0.06
H 5.937 2.034 -1.392 0.09
H 5.640 0.452 -1.672 0.09
H 5.393 1.681 -2.929 0.09
C 2.834 -3.573 0.230 -0.35
O 3.475 -4.438 -0.274 0.04
N 1.638 -3.234 -0.307 -0.16
C 0.899 -2.086 0.145 -0.36
C 1.190 -3.655 -1.616 -0.05
H 3.123 -2.938 1.081 0.15
H 1.202 -1.059 -0.061 0.06
H 0.760 -2.158 1.224 -0.03
H -0.075 -2.195 -0.333 -0.07
H 0.145 -3.964 -1.620 0.09
H 1.098 -2.892 -2.389 0.09
H 1.799 -4.463 -2.021 0.09
```

Calculated values
- HOMO: -7.7 eV
- Total charge: 0

***

Q: Among the records above, which one has the highest total charge?
A: C13H28Cl2N3O2P2V